Density functional theory data (ωB97M-V/def2-TZVPD) for a cluster of 12 separate species, C57H133N9O17 in total in a non-equilibrium geometry.

structure (SMILES) = CC1(C)CCCC(C)(C)N1O.CC1(C)CCCC(C)(C)N1O.CC1(C)CCCC(C)(C)N1O.CC1(C)CCCC(C)(C)N1O.CC1(C)CCCC(C)(C)N1O.NC(N)=O.NC(N)=O.OCCO.OCCO.OCCO.OCCO.OCCO
charge = 0
energy relative to the best compared isomer or geometry (same formula, charge and spin) = 8.4 kcal/mol
E_HOMO = -0.299 Ha
DFT total energy = -109473.63897 eV
E_LUMO = 0.3225 eV
gap between HOMO and LUMO = 0.311 Ha
strongest force on any atom = 0.099 Eh/bohr

Structure (XYZ):
```
216
Properties=species:S:1:pos:R:3:forces:R:3:mulliken_charge:R:1
C 9.7004 15.5191 14.6712 -0.1 0.9 0.0 -1.6937
C 10.4555 14.3078 15.2452 -2.6 -0.4 0.3 1.5765
C 9.3254 13.2892 15.5666 0.6 -1.1 0.1 -1.9955
C 11.3347 13.6831 14.1658 2.2 -0.3 -0.1 -1.5460
C 12.5729 14.4960 13.8907 1.2 1.6 1.7 0.0175
C 13.3691 14.7978 15.2437 -1.6 -1.7 -1.8 -0.4271
C 12.4167 15.3956 16.2769 1.0 1.9 2.5 2.2287
C 13.2448 15.2490 17.6297 -0.3 0.1 -0.9 -2.1499
C 12.2273 16.9278 16.0249 0.2 0.6 0.6 -1.9425
N 11.1612 14.5926 16.5203 1.9 -0.8 -2.2 0.3929
O 10.3033 15.0970 17.5564 0.8 0.3 -1.2 -0.4987
H 10.2663 16.4244 14.4518 0.5 -0.3 0.0 0.2598
H 9.1962 15.2724 13.7368 -0.1 -0.3 0.1 0.4137
H 8.9527 15.8684 15.3832 -0.1 -0.2 0.1 0.4047
H 8.6045 13.6467 16.3019 -0.1 0.1 -0.4 0.3713
H 8.8704 12.8415 14.6831 -0.5 1.0 -0.4 0.4082
H 9.7119 12.3420 15.9429 0.7 0.2 0.7 0.4697
H 11.7442 12.7042 14.4152 -0.7 -0.4 0.4 0.3820
H 10.9519 13.6536 13.1457 -1.3 -0.4 0.4 0.4679
H 13.2472 14.0993 13.1318 -0.2 -0.3 0.0 0.6309
H 12.1447 15.4205 13.5033 0.6 0.6 -0.1 -0.3554
H 14.3378 15.2644 15.0648 -0.5 1.1 0.1 0.0312
H 13.7316 13.8630 15.6713 -0.4 -0.5 -0.2 -0.3556
H 13.3694 14.1761 17.7763 -0.4 0.0 0.6 0.5639
H 12.8207 15.8022 18.4676 -0.3 -0.4 0.1 0.5728
H 14.2711 15.6098 17.5623 0.0 0.3 -0.5 0.1311
H 13.0821 17.4703 16.4288 0.4 -0.3 0.1 0.4001
H 11.4246 17.4053 16.5867 -0.5 -0.5 0.1 0.5883
H 12.1552 17.3353 15.0165 -0.1 -0.7 -0.3 0.1656
H 10.6725 14.6152 18.3001 -0.2 -0.1 0.3 0.3703
C 13.7912 19.5248 11.3884 -0.4 -0.2 -0.9 -2.5334
C 13.6199 18.3805 10.3135 0.0 0.2 1.6 2.6824
C 14.4412 18.6714 9.1058 0.6 1.4 -1.4 -1.9170
C 14.0796 17.1176 10.9889 1.7 -0.8 1.5 -1.4375
C 13.7634 15.7691 10.3992 -0.6 0.7 -0.1 -0.8211
C 12.2489 15.8132 10.1428 0.4 -1.4 -1.1 -0.8027
C 11.6504 17.0731 9.4579 -1.8 0.0 2.2 1.5824
C 11.7812 17.0224 7.9511 -0.5 -0.3 -0.6 -1.8704
C 10.0672 17.0340 9.8976 1.3 -0.6 -0.8 -1.5939
N 12.2045 18.2727 10.1254 -1.1 -1.1 0.1 0.2880
O 11.7071 19.4406 9.5199 -0.1 0.3 -0.6 -0.5057
H 13.8122 20.4738 10.8527 0.5 0.1 0.2 0.6562
H 12.9000 19.5867 12.0129 -0.1 -0.3 0.1 0.5101
H 14.6369 19.3558 12.0549 0.2 0.2 -0.3 0.1713
H 14.5909 17.9194 8.3311 0.1 -0.6 0.5 0.3160
H 14.0125 19.4829 8.5178 -0.3 0.3 0.2 0.4454
H 15.3926 19.0924 9.4312 0.3 -0.4 -0.1 0.4299
H 15.1644 17.1708 11.0810 0.3 0.3 -0.1 0.5909
H 13.7763 17.1022 12.0357 -0.5 0.2 0.1 0.2356
H 14.4636 15.5552 9.5917 -0.6 0.1 -0.7 0.4653
H 13.9671 14.9636 11.1047 0.0 0.1 0.3 0.2806
H 11.7651 15.5062 11.0701 -0.1 0.8 0.3 -0.1998
H 12.0182 14.9483 9.5209 -0.3 0.0 -0.5 0.4429
H 12.6173 16.4323 7.5758 0.4 0.4 0.2 0.3530
H 11.7466 18.0126 7.4971 0.2 0.0 0.1 0.3491
H 10.9246 16.4778 7.5539 -0.2 0.0 0.0 0.4794
H 9.5211 17.9692 9.7743 0.3 0.0 -0.1 0.3819
H 9.9209 16.6421 10.9041 0.4 0.5 0.3 0.2533
H 9.5922 16.2622 9.2920 -0.1 0.1 -0.3 0.4386
H 11.2661 19.9094 10.2322 -0.1 0.0 0.1 0.3411
C 20.0511 18.3245 17.5347 -1.0 -0.5 0.2 -2.1332
C 18.8968 18.2010 16.4269 1.4 1.5 -0.4 2.8751
C 19.6165 18.2993 15.0135 0.3 0.4 0.9 -1.7189
C 18.1345 16.8486 16.4184 -0.5 0.4 0.2 -1.2014
C 16.7975 16.8470 15.6397 1.3 1.2 0.3 0.0844
C 15.9371 17.9940 16.1075 0.4 0.3 0.4 -1.6273
C 16.6173 19.4298 16.1046 -0.8 1.0 -0.7 1.8535
C 16.7040 20.0609 14.6579 0.4 -1.5 0.8 -1.6535
C 15.6117 20.2825 16.9559 0.4 -0.6 0.4 -1.7688
N 17.9691 19.3722 16.7741 -1.8 -2.8 0.6 0.0600
O 18.5932 20.6120 16.8040 0.5 0.6 -1.2 1.6776
H 20.6930 17.4532 17.6646 -0.1 -0.3 -0.6 -0.2548
H 20.7346 19.1660 17.4221 -0.1 0.1 -0.7 0.6478
H 19.6271 18.4588 18.5298 -0.5 0.0 0.1 0.5195
H 19.7522 19.2835 14.5650 -0.8 0.3 0.1 0.0341
H 20.6688 18.0880 15.2038 0.0 -0.8 -0.2 0.3032
H 19.1676 17.6129 14.2956 0.2 0.1 -0.1 0.3805
H 18.7090 16.0668 15.9217 0.7 0.2 0.2 -0.1547
H 17.9362 16.4951 17.4303 -0.1 0.2 0.1 0.0232
H 16.9918 17.0478 14.5862 0.1 -0.6 -0.3 0.1651
H 16.3923 15.8514 15.8209 -0.5 0.2 -0.3 -0.6553
H 15.6391 17.7506 17.1273 0.0 0.3 0.3 0.5349
H 15.0120 18.0265 15.5319 0.0 0.3 -0.1 0.5019
H 15.7289 19.9879 14.1764 0.0 0.3 0.1 0.1164
H 17.3970 19.4358 14.0947 0.0 0.0 -0.3 0.4641
H 17.1124 21.0714 14.6394 -0.3 0.0 0.2 0.2414
H 15.4861 19.6837 17.8579 0.1 0.4 0.5 0.5276
H 14.5921 20.3711 16.5809 0.2 -0.4 -0.8 -0.1101
H 15.8785 21.3160 17.1767 0.6 -0.2 0.1 0.1678
H 19.0580 20.6739 17.6417 -0.1 -0.2 0.5 -0.1153
C 11.6869 23.1538 17.0375 1.2 0.6 1.8 -1.8301
C 11.4694 22.3157 15.8603 -1.5 1.0 -1.8 2.1403
C 11.5316 20.8659 16.2703 -1.3 -0.3 -1.4 -2.0067
C 10.0649 22.7447 15.2427 0.0 -0.3 0.1 -1.3460
C 10.0017 23.9661 14.2929 -0.4 -1.0 1.4 -0.6762
C 10.9789 23.7821 13.1956 1.6 -0.1 1.0 -1.0776
C 12.4476 23.5679 13.7558 -2.4 1.7 0.4 1.3387
C 13.2418 23.1768 12.5570 1.2 -0.4 -0.3 -1.6677
C 12.9701 24.9839 14.1933 -0.6 -0.6 0.7 -1.8303
N 12.4685 22.5235 14.8281 -3.2 0.7 -3.9 0.1124
O 13.7160 22.3491 15.2009 3.1 -0.7 1.7 0.0746
H 12.5319 22.6697 17.5272 0.6 0.7 0.4 0.4521
H 11.9101 24.1852 16.7646 -0.1 0.1 0.3 0.2855
H 10.9287 23.0873 17.8177 -0.4 0.2 -0.4 0.4323
H 11.4832 20.3882 15.2918 0.1 -0.7 0.2 0.4632
H 12.4163 20.5197 16.8047 -0.2 0.3 0.1 -0.0036
H 10.5782 20.6784 16.7644 0.3 -0.5 0.5 0.4828
H 9.5877 21.9569 14.6598 0.3 -0.5 0.1 0.3873
H 9.3915 22.9185 16.0820 0.0 -0.1 0.1 0.4373
H 8.9865 23.9734 13.8962 -0.1 0.2 0.0 0.3896
H 10.1385 24.9064 14.8271 0.2 0.1 0.0 0.3351
H 10.9448 24.7165 12.6354 0.3 -0.5 -0.8 0.4184
H 10.7977 22.8549 12.6519 -0.5 0.3 -0.5 0.3003
H 13.1904 23.9709 11.8122 0.0 0.1 0.0 0.4107
H 12.9180 22.2623 12.0601 -0.1 -0.1 0.3 0.0503
H 14.2835 23.0739 12.8609 0.2 -0.2 -0.3 0.4380
H 12.4218 25.4136 15.0317 -0.2 -0.3 0.3 0.3780
H 12.7527 25.7171 13.4166 0.7 -0.2 -0.3 0.4846
H 14.0111 24.9248 14.5112 0.2 0.3 -0.4 0.3477
H 13.8427 23.0325 15.8631 1.0 0.3 0.5 0.2869
C 17.3870 13.1852 14.4024 -0.7 -0.4 -0.5 -2.4374
C 17.3302 12.0707 15.4758 0.0 -0.1 0.1 2.2517
C 16.1442 12.3242 16.4250 -0.9 0.8 -1.1 -1.6607
C 17.2902 10.7046 14.7574 -2.2 -0.4 -0.4 -1.3043
C 17.4949 9.5084 15.6408 2.0 0.0 0.5 -0.7516
C 18.9187 9.6402 16.2084 -1.3 0.7 1.5 -1.3155
C 19.1000 10.9640 17.0657 1.0 0.1 -1.9 1.3631
C 18.5357 10.7330 18.5003 0.0 0.5 -0.9 -1.3008
C 20.6534 11.2002 17.1285 -1.6 -0.5 0.0 -1.9040
N 18.5627 12.1508 16.2059 1.6 -3.5 0.4 -0.2754
O 18.5813 13.3288 16.9021 0.5 1.0 0.5 2.7891
H 17.2664 14.2205 14.7213 0.0 -0.2 0.5 0.2205
H 18.2971 13.1583 13.8032 0.1 -0.3 0.1 0.2238
H 16.5513 12.9865 13.7314 -0.1 0.1 -0.2 0.6355
H 16.1382 13.3606 16.7624 0.6 0.0 0.5 0.0564
H 15.2521 12.3931 15.8024 -0.4 -0.8 0.0 0.6112
H 15.9991 11.6723 17.2865 0.2 -0.2 -0.3 0.2581
H 16.2739 10.5119 14.4138 -0.5 0.8 -0.2 0.3829
H 17.8209 10.6166 13.8094 0.8 0.4 0.3 0.4076
H 16.7237 9.4266 16.4067 0.0 0.0 0.1 0.3495
H 17.5549 8.5724 15.0856 -0.7 0.0 -0.3 0.4480
H 19.5770 9.5247 15.3474 0.4 0.4 0.3 0.3891
H 19.0670 8.8351 16.9280 0.4 -0.2 -0.1 0.4782
H 19.1621 10.0574 19.0829 0.3 -0.1 -0.3 0.5010
H 17.5566 10.2585 18.4350 -0.2 0.3 0.2 0.4201
H 18.5182 11.6697 19.0576 -0.4 0.0 0.0 -0.0686
H 20.8473 12.0780 17.7449 0.5 -0.2 0.0 0.1577
H 21.0603 11.2778 16.1203 -0.1 0.5 0.0 0.2985
H 21.0529 10.2575 17.5025 0.4 0.3 0.6 0.5829
H 19.0299 13.8878 16.2634 0.6 0.7 0.3 -0.7657
N 20.2196 22.1603 14.8481 1.0 -1.8 -1.3 -0.3428
C 19.9301 23.4245 15.1489 0.8 -0.2 -1.9 0.3390
N 19.2323 23.5181 16.2257 -2.1 0.6 3.8 -0.2891
O 20.2328 24.3856 14.4948 1.0 1.6 -1.5 -0.7208
H 19.7901 21.4229 15.3883 0.1 -0.1 -0.4 0.2842
H 20.5382 22.0118 13.9012 0.0 -0.2 0.4 0.2025
H 18.9577 24.4639 16.4494 -0.3 -0.5 0.4 0.1708
H 18.8566 22.6555 16.5929 -0.5 0.8 0.5 0.2521
N 23.7566 18.7696 17.5850 -0.5 -0.4 3.0 -0.1486
C 24.0921 19.3849 16.4756 -1.0 -1.0 -1.8 0.5718
N 24.3448 18.4465 15.5306 1.0 -1.0 -3.5 -0.3714
O 24.0068 20.5555 16.2520 0.2 2.0 -0.2 -0.6449
H 23.3481 19.3279 18.3209 0.4 -0.5 0.1 0.0348
H 24.0487 17.8034 17.6203 -0.4 0.1 0.8 0.2581
H 24.3187 17.4380 15.5794 0.0 0.4 1.1 0.0892
H 24.2910 18.6802 14.5495 0.3 0.8 0.4 0.2340
O 20.6532 15.3365 20.6961 1.5 0.0 0.0 -0.5443
C 19.4811 14.6060 20.5470 -1.1 -0.2 1.6 -1.0149
C 18.6648 15.1190 19.4293 -0.6 -0.6 -1.1 0.8167
O 17.5717 14.2098 19.1581 0.6 1.5 0.8 -0.7566
H 20.4408 16.2165 21.0157 -0.2 0.3 0.0 0.3699
H 19.6885 13.5363 20.5740 0.2 0.0 -0.5 0.2156
H 18.8162 14.8118 21.3858 0.1 -0.5 0.7 0.5069
H 19.2891 15.2817 18.5507 0.0 -0.1 -0.3 -0.2039
H 18.3432 16.1049 19.7648 -0.6 0.1 -0.3 0.4823
H 17.9025 13.7204 18.4015 -0.2 -0.3 -0.5 0.0088
O 21.0900 14.5743 15.7606 -1.0 -1.2 2.0 0.1473
C 21.9137 15.0321 14.7773 -0.5 1.3 -1.6 0.5338
C 22.3375 14.0273 13.7106 0.3 0.3 -0.3 -0.9647
O 23.7727 13.9261 13.6063 -0.8 0.1 0.4 -0.5308
H 21.5515 14.1277 16.4742 0.2 -0.2 0.4 -0.2337
H 21.1965 15.7142 14.3207 0.4 0.4 -0.7 0.1801
H 22.7089 15.6922 15.1238 0.5 -0.3 0.1 -0.3156
H 21.8933 14.4154 12.7940 0.4 0.0 -0.4 0.4611
H 21.8453 13.0665 13.8609 0.2 -0.2 0.4 0.2940
H 23.9833 13.3658 12.8558 0.0 0.0 -0.1 0.2906
O 20.0131 18.1070 21.2214 0.8 0.9 0.3 -0.7019
C 21.3339 18.6073 21.4377 0.3 0.0 0.6 -0.6182
C 21.6112 19.9096 20.7021 0.1 -1.4 -1.4 -0.0394
O 20.8478 20.9978 21.1166 -0.2 0.5 1.6 -0.5308
H 19.5969 18.9709 21.2657 -1.6 -0.1 -0.2 0.3116
H 21.5293 18.8078 22.4912 -0.3 0.0 0.4 0.3214
H 22.0386 17.8099 21.2018 0.2 0.2 -0.6 0.4197
H 21.2622 19.7913 19.6763 0.8 -0.6 -0.6 -0.1071
H 22.6929 20.0149 20.7864 0.2 0.6 -0.2 0.4677
H 21.1378 21.7754 20.6340 -0.1 0.0 0.0 0.3584
O 24.9592 16.2043 17.1427 -0.4 -0.9 0.5 -0.5137
C 24.2468 15.0238 17.5517 -0.7 -0.2 0.1 -0.0633
C 23.1812 15.2762 18.6189 0.0 -0.8 1.4 0.2861
O 22.2866 14.1546 18.6392 0.3 0.0 -1.3 -0.5605
H 25.8136 16.0970 17.5670 0.2 0.5 -0.2 0.2794
H 23.6908 14.5794 16.7262 0.3 0.2 -0.4 -0.3337
H 24.9811 14.2798 17.8605 -0.2 -0.1 0.2 0.3620
H 22.6488 16.2234 18.5323 0.0 0.1 -0.6 -0.4269
H 23.5750 15.2474 19.6349 0.7 0.6 0.0 0.5679
H 21.6683 14.3074 19.3575 -0.2 0.3 0.3 0.2371
O 16.5232 22.9721 19.0482 -0.2 -0.3 -0.8 -0.3583
C 16.7360 22.3722 20.2936 0.3 -0.5 1.4 -0.6992
C 16.6985 20.8268 20.2990 0.2 0.7 0.0 -0.3144
O 17.8690 20.3084 19.6724 -0.3 0.0 0.2 -0.3111
H 16.4488 23.9227 19.1598 0.0 0.0 0.1 0.2230
H 17.7172 22.6324 20.6908 0.5 -0.1 -0.2 0.3122
H 16.0761 22.7942 21.0516 -0.6 -0.3 0.0 0.5068
H 15.7963 20.3883 19.8727 -0.1 0.3 -0.3 0.1856
H 16.6953 20.4538 21.3232 0.2 0.4 0.3 0.4144
H 17.5882 20.0118 18.8036 0.0 -0.5 -0.5 -0.0653
```
Forces are in eV/Å.

***

Density functional theory data (ωB97M-V/def2-TZVPD) for a cluster of 2 separate species, C32H20BF9 in total in a non-equilibrium geometry.

charge = 0
energy relative to the best compared isomer or geometry (same formula, charge and spin) = 58.5 kcal/mol
E_HOMO = -0.259 Ha
DFT total energy = -58639.13031 eV
E_LUMO = -3.7361 eV
gap between HOMO and LUMO = 0.122 Ha
strongest force on any atom = 0.041 Eh/bohr

Structure (XYZ):
```
62
Properties=species:S:1:pos:R:3:forces:R:3:nbo_charge:R:1
F 2.5573 -7.5985 8.7893 0.0 0.0 0.1 -0.3304
C 2.1412 -6.6289 9.6330 -0.5 0.8 0.7 0.3958
C 0.8933 -6.7076 10.2193 -0.6 -1.0 -0.4 -0.3898
C 0.4375 -5.6949 11.0404 1.6 0.5 -0.8 0.4852
F -0.8224 -5.7494 11.5181 0.2 -0.4 -0.1 -0.3372
C 1.2531 -4.6053 11.2970 -0.3 0.8 0.9 -0.3185
B 0.9103 -3.4070 12.2717 -0.1 0.2 -0.7 -0.0492
C -0.5161 -3.5146 12.9321 1.0 0.2 -0.4 -0.3268
C -1.5019 -2.6618 12.4763 -0.1 -1.5 1.4 0.4917
F -1.2208 -1.7817 11.4940 -0.7 0.3 0.0 -0.3498
C -2.7655 -2.7287 13.0283 -1.0 0.8 -0.4 -0.3987
C -3.0492 -3.6555 14.0136 1.1 0.1 -0.5 0.4005
F -4.2839 -3.7125 14.5586 0.1 0.0 -0.1 -0.3300
C -2.0589 -4.5125 14.4538 -0.2 -0.8 0.9 -0.3655
C -0.7853 -4.4359 13.9275 -1.2 1.3 -0.3 0.4447
F 0.1922 -5.2334 14.4031 -0.4 0.0 -0.2 -0.3228
C 2.0060 -3.1423 13.3806 -0.9 -0.3 -0.7 -0.3157
C 2.0018 -1.8567 13.8891 1.3 -1.5 0.7 0.4252
F 1.1246 -0.9506 13.4126 0.1 0.3 0.3 -0.3365
C 2.8894 -1.5115 14.8879 0.0 1.2 0.4 -0.3750
C 3.7748 -2.4468 15.3858 -0.7 -0.4 -0.9 0.3982
F 4.6471 -2.1048 16.3590 -0.1 0.0 -0.1 -0.3295
C 3.7666 -3.7323 14.8797 0.8 -0.7 0.5 -0.3851
C 2.8844 -4.0883 13.8786 -0.1 1.5 0.5 0.4985
F 2.8908 -5.3484 13.3961 0.2 0.3 0.4 -0.3310
H 0.8957 -2.4289 11.5794 0.2 0.3 -0.3 -0.0100
C 2.4981 -4.5145 10.7009 -1.1 -1.6 -0.6 0.4332
F 3.2587 -3.4196 10.9035 0.1 -0.3 -0.2 -0.3272
C 2.9417 -5.5307 9.8785 1.1 0.2 -0.6 -0.3720
H 0.2606 -7.5550 10.0196 -0.1 -0.2 -0.1 0.2241
H -3.5318 -2.0526 12.6916 -0.3 0.1 -0.1 0.2143
H -2.2792 -5.2449 15.2110 -0.1 -0.1 0.2 0.2273
H 2.8924 -0.5081 15.2766 0.1 0.3 0.2 0.2164
H 4.4561 -4.4624 15.2656 0.2 -0.2 0.2 0.2263
H 3.9125 -5.4605 9.4199 0.3 0.0 -0.2 0.2224
C -1.5181 4.8122 13.3458 -0.4 0.3 0.1 -0.6561
C -1.2165 3.8347 12.2722 0.2 0.0 0.0 0.1346
C -0.1012 3.0143 12.3849 0.1 -0.2 0.0 -0.2422
C 0.2232 2.1417 11.3802 0.2 -0.1 0.0 -0.0638
C -0.5603 2.0340 10.2105 0.1 -0.1 -0.4 -0.1206
C -0.1311 1.0852 9.2489 -0.5 0.1 0.4 0.1335
C -0.6916 0.5617 8.0567 -0.1 0.0 -0.3 -0.1122
C -0.0281 -0.5455 7.4847 0.3 0.2 0.3 -0.0830
C -0.4878 -1.1498 6.3438 0.0 -0.3 -0.2 -0.2288
C -1.6256 -0.6659 5.7218 0.1 -0.2 0.1 -0.0937
C -2.3040 0.4193 6.2558 -0.2 0.2 0.1 -0.2256
C -1.8525 1.0250 7.4042 0.0 0.0 0.0 -0.1154
C -1.7014 2.8576 10.1243 -0.2 0.2 0.2 -0.0968
C -2.0153 3.7359 11.1345 -0.1 -0.2 -0.4 -0.2385
H -2.4026 5.4008 13.1096 0.0 0.0 0.0 0.2251
H -1.7008 4.3017 14.2895 0.1 -0.1 0.1 0.2494
H -0.6837 5.4994 13.4888 0.1 -0.1 0.0 0.2444
H 0.4964 3.0544 13.2817 0.1 0.0 0.1 0.2377
H 1.0880 1.5093 11.4865 0.2 -0.2 0.0 0.2400
H 0.7992 0.6137 9.5191 0.3 -0.2 0.1 0.2257
H 0.8547 -0.9257 7.9683 0.2 -0.1 0.2 0.2358
H 0.0176 -2.0207 5.9540 0.1 0.0 0.0 0.2422
H -1.9975 -1.1516 4.8341 0.0 0.0 -0.1 0.2311
H -3.2066 0.7716 5.7782 0.0 0.1 0.0 0.2321
H -2.3892 1.8682 7.7852 -0.2 0.1 0.0 0.2060
H -2.3394 2.8125 9.2659 -0.2 0.1 -0.1 0.2076
H -2.8979 4.3523 11.0624 -0.1 0.1 -0.1 0.2282
```
Forces are in eV/Å.